Computed, not measured: a cluster of 6 separate species, C79H59NO13 in total in a non-equilibrium geometry, with wB97M-V/def2-TZVPD.

Largest force on an atom in eV/A: 2.02
Total energy in hartree: -4078.818892
Orbital gap in eV: 7.64
Energy above the lowest of the compared OMol25 structures with the same formula, charge and spin in kJ/mol: 0.0
HOMO in eV: -8.71

Structure (XYZ):
```
152
Properties=species:S:1:pos:R:3:lowdin_charge:R:1
O 6.02262 -4.12400 2.05986 0.1043
C 4.99747 -3.73992 1.53753 -0.2779
C 3.77627 -3.45973 2.34337 -0.0852
C 3.82615 -3.62263 3.72114 -0.0050
C 2.71025 -3.33815 4.49004 -0.0484
C 1.54118 -2.88540 3.88760 -0.0424
C 1.47965 -2.73219 2.51433 0.0135
C 2.59330 -3.02298 1.73670 -0.0789
C 2.50527 -2.87069 0.26053 -0.2737
O 1.47121 -2.53715 -0.28179 0.1016
C 3.73334 -3.13298 -0.54271 -0.0800
C 3.67652 -2.96027 -1.91645 -0.0033
C 4.80664 -3.16010 -2.68909 -0.0554
C 6.00074 -3.54162 -2.08468 -0.0574
C 6.05913 -3.72893 -0.71368 -0.0016
C 4.92526 -3.52710 0.06323 -0.0804
H 4.74002 -3.96920 4.18263 0.1188
H 2.75072 -3.46487 5.56386 0.1070
H 0.67102 -2.65380 4.48669 0.0853
H 0.56866 -2.38720 2.04571 0.1161
H 2.74178 -2.66030 -2.36361 0.0906
H 4.76214 -3.01892 -3.76086 0.1042
H 6.88675 -3.69388 -2.68629 0.1063
H 6.98230 -4.02896 -0.23848 0.1198
O -1.83782 2.21796 -2.81805 0.0992
C -1.31483 2.27563 -3.91104 -0.2709
C -0.32477 1.25267 -4.34861 -0.0760
C -0.01204 0.20811 -3.48978 0.0130
C 0.88531 -0.76711 -3.88661 -0.0422
C 1.47527 -0.70481 -5.14341 -0.0479
C 1.17814 0.34209 -5.99855 -0.0019
C 0.27966 1.32651 -5.60725 -0.0773
C -0.01812 2.45519 -6.53325 -0.2681
O 0.52902 2.55281 -7.61366 0.0926
C -1.02260 3.46680 -6.10244 -0.0801
C -1.34190 4.50810 -6.96438 -0.0001
C -2.29064 5.44481 -6.59357 -0.0556
C -2.92583 5.34515 -5.36031 -0.0562
C -2.60577 4.31388 -4.49464 -0.0020
C -1.65218 3.37291 -4.85991 -0.0800
H -0.47346 0.16293 -2.51339 0.1220
H 1.11994 -1.57828 -3.21173 0.0889
H 2.17107 -1.47278 -5.45463 0.1066
H 1.64473 0.40080 -6.97042 0.1061
H -0.84670 4.57578 -7.92261 0.1206
H -2.53971 6.25391 -7.26685 0.1075
H -3.67214 6.07464 -5.07580 0.1070
H -3.09326 4.23081 -3.53369 0.1191
O -1.64121 -0.19134 -14.47955 0.1048
C -2.05408 -0.29914 -13.34399 -0.2783
C -1.16725 -0.04606 -12.17487 -0.0846
C 0.14746 0.34388 -12.39507 -0.0022
C 0.97790 0.61086 -11.31987 -0.0472
C 0.49977 0.49066 -10.01940 -0.0540
C -0.80576 0.09153 -9.79482 0.0053
C -1.64336 -0.18107 -10.86802 -0.0808
C -3.04113 -0.62222 -10.60277 -0.2774
O -3.44216 -0.78570 -9.46973 0.1064
C -3.93537 -0.85466 -11.77280 -0.0826
C -5.25277 -1.23473 -11.55140 -0.0034
C -6.10393 -1.43296 -12.62446 -0.0583
C -5.64314 -1.25205 -13.92438 -0.0584
C -4.32901 -0.88226 -14.15093 -0.0035
C -3.46938 -0.68509 -13.07801 -0.0825
H 0.51010 0.43958 -13.40873 0.1195
H 2.00000 0.91998 -11.49323 0.1082
H 1.14137 0.71730 -9.18369 0.0793
H -1.18356 -0.00691 -8.78623 0.1193
H -5.60309 -1.37042 -10.53804 0.1197
H -7.13018 -1.72730 -12.45015 0.1065
H -6.31207 -1.40158 -14.76124 0.1065
H -3.96210 -0.74357 -15.15799 0.1197
O 2.82317 4.50400 5.31781 0.0968
C 3.50232 5.09882 6.12834 -0.2720
C 3.17156 5.06241 7.58056 -0.0812
C 2.08168 4.31459 8.00717 -0.0030
C 1.77619 4.24692 9.35518 -0.0574
C 2.55839 4.92525 10.28405 -0.0561
C 3.63895 5.68074 9.86347 -0.0015
C 3.94784 5.75552 8.51156 -0.0814
C 5.10633 6.58701 8.07718 -0.2770
O 5.74997 7.22770 8.88033 0.1086
C 5.45014 6.60429 6.62734 -0.0821
C 6.54589 7.34356 6.20159 -0.0016
C 6.89405 7.35266 4.86212 -0.0552
C 6.14946 6.62310 3.94119 -0.0548
C 5.05100 5.89218 4.35840 -0.0004
C 4.69498 5.88178 5.70097 -0.0813
H 1.48165 3.78751 7.27890 0.1190
H 0.92847 3.66221 9.68638 0.1065
H 2.32245 4.86387 11.33789 0.1074
H 4.24879 6.21502 10.57803 0.1206
H 7.12100 7.90514 6.92395 0.1205
H 7.74916 7.92721 4.53250 0.1076
H 6.42775 6.62676 2.89598 0.1080
H 4.46543 5.32591 3.64795 0.1186
O -2.52374 -8.30013 7.31402 0.1035
C -2.35589 -7.50367 6.41432 -0.2780
C -2.13888 -6.05728 6.69793 -0.0834
C -2.10532 -5.62593 8.01757 -0.0060
C -1.87551 -4.29059 8.30103 -0.0591
C -1.67727 -3.38088 7.26743 -0.0508
C -1.72168 -3.80125 5.94943 -0.0014
C -1.95612 -5.13938 5.66014 -0.0714
C -2.01490 -5.57146 4.23529 -0.2724
O -1.90659 -4.77002 3.33244 0.1142
C -2.20825 -7.02296 3.95238 -0.0806
C -2.23045 -7.45598 2.63301 -0.0021
C -2.38593 -8.80182 2.35065 -0.0582
C -2.51974 -9.72215 3.38519 -0.0594
C -2.50734 -9.29500 4.70132 -0.0043
C -2.35466 -7.94500 4.99067 -0.0828
H -2.25588 -6.34055 8.81429 0.1188
H -1.84677 -3.95676 9.32996 0.1050
H -1.48893 -2.33856 7.49045 0.1071
H -1.57521 -3.09391 5.14553 0.0786
H -2.12229 -6.73436 1.83566 0.1203
H -2.40075 -9.13762 1.32241 0.1064
H -2.63463 -10.77435 3.16187 0.1061
H -2.61433 -10.00311 5.51075 0.1193
C -4.98996 0.74262 5.29103 -0.0634
C -3.66568 0.11532 5.71455 -0.2299
O -3.27061 -0.98465 4.88825 -0.0307
C -2.38158 -0.67687 3.88785 -0.4166
O -1.35089 -1.32945 3.77997 0.1005
C -2.77701 0.45044 2.96962 -0.1126
C -1.95952 0.52586 1.70044 -0.1654
C -2.55455 1.58220 0.76096 -0.2060
N -2.60818 2.88633 1.41813 -0.0682
C -1.43981 3.72526 1.19008 -0.1820
C -0.36159 3.51739 2.25245 -0.2287
O 0.71635 2.80193 1.69568 -0.1958
C 1.59288 2.31963 2.68890 -0.1024
H -4.81862 1.65993 4.73311 0.0687
H -5.62877 0.95915 6.13696 0.0718
H -5.49560 0.06676 4.60933 0.0823
H -2.86080 0.84381 5.77643 0.1218
H -3.77211 -0.29605 6.71407 0.1155
H -2.70559 1.37171 3.54148 0.1106
H -3.82827 0.32141 2.71386 0.1295
H -1.93960 -0.43638 1.19464 0.1230
H -0.92302 0.77714 1.91625 0.1044
H -1.99167 1.63089 -0.16837 0.0978
H -3.58058 1.27401 0.56758 0.1168
H -3.46580 3.36984 1.22115 0.1001
H -1.71600 4.77375 1.16459 0.1129
H -0.98396 3.48178 0.22765 0.1149
H -0.00119 4.48266 2.62559 0.1203
H -0.79378 2.97899 3.09679 0.1084
H 2.32438 1.67946 2.21090 0.0874
H 1.06501 1.73702 3.44685 0.0844
H 2.09288 3.15513 3.17958 0.0686
```



Computed, not measured: a structure of composition C79H92GeMoN3O6P2S2SiTe in a non-equilibrium geometry, with wB97M-V/def2-TZVPD.

2S+1: 2
Largest force on an atom in eV/A: 3.18
Total energy in hartree: -7862.767643
Orbital gap (alpha / beta) in eV: 2.93 / 2.93
HOMO (alpha / beta) in eV: -6.28 / -6.27

Structure (XYZ):
```
188
Properties=species:S:1:pos:R:3:mulliken_spin:R:1
Mo 0.47106 -0.94966 0.62260 -0.0176
C 3.17056 1.76684 1.85040 0.0084
Si 1.37556 1.05134 1.84870 -0.0042
C 0.58806 2.75234 1.37720 0.0132
C 0.10076 3.59414 2.37260 0.1266
C -0.34244 4.87634 2.09880 0.0706
C -0.28464 5.34994 0.79940 -0.0092
C 0.21976 4.53954 -0.20190 0.0095
C 0.66266 3.24854 0.06830 -0.0083
P 1.48716 2.19674 -1.19550 0.0020
C 3.02556 3.29424 -1.50260 -0.0003
C 2.92296 4.54884 -2.38760 0.0013
C 3.48426 4.29664 -3.78440 0.0000
C 4.99286 4.04254 -3.71140 0.0003
C 5.34556 3.26734 -2.43550 0.0004
C 4.16346 2.40064 -2.01460 -0.0023
C 0.54506 2.50814 -2.80540 0.0015
C -0.96934 2.67584 -2.67080 0.0000
C -1.68954 2.22244 -3.94640 -0.0004
C -0.83484 2.48344 -5.18110 0.0001
C 0.42206 1.60554 -5.15020 -0.0003
C 0.84936 1.31154 -3.70880 0.0008
C 1.12036 0.56064 3.68970 -0.0023
C 2.17196 -0.08736 4.33010 -0.0053
C 2.04556 -0.66426 5.58150 0.0567
C 0.81356 -0.66486 6.21170 -0.0310
C -0.26404 -0.08076 5.58140 0.0450
C -0.12374 0.56014 4.34640 0.2002
P -1.61744 1.19894 3.55140 0.3333
C -2.40184 2.01514 5.07810 0.1333
C -2.61864 3.51794 4.85940 0.0636
C -3.58784 4.10664 5.89920 0.0043
C -3.63024 3.25594 7.16370 0.0013
C -4.17484 1.85774 6.85260 0.0144
C -3.73634 1.37324 5.46100 0.0679
C -3.73174 3.43314 1.65190 -0.0647
C -3.71214 4.69344 0.88430 0.0012
C -4.75234 4.67684 -0.25760 -0.0018
C -5.16334 3.24104 -0.56360 0.0020
C -5.88534 2.64484 0.63910 0.0010
C -5.00864 2.74684 1.91760 -0.0073
H 3.86946 1.20684 2.45480 0.0004
H 3.13826 2.77794 2.24130 -0.0005
H 3.55866 1.82604 0.84340 -0.0043
H 0.09856 3.24184 3.39770 -0.1235
H -0.71534 5.50934 2.89150 -0.0013
H -0.61114 6.35534 0.56990 -0.0008
H 0.28086 4.93754 -1.20190 0.0062
H 3.28446 3.62434 -0.49060 -0.0018
H 3.49886 5.35394 -1.92590 0.0004
H 1.89766 4.90864 -2.45750 -0.0013
H 3.27556 5.15114 -4.43060 0.0000
H 2.98906 3.43104 -4.22340 -0.0004
H 5.53116 4.99194 -3.73080 0.0000
H 5.30396 3.47564 -4.59120 0.0000
H 5.57826 3.96164 -1.62630 -0.0001
H 6.22756 2.64864 -2.60160 0.0000
H 4.47046 1.69734 -1.23980 0.0017
H 3.84036 1.81604 -2.87780 0.0006
H 0.94706 3.39474 -3.29580 0.0013
H -1.20704 3.72244 -2.47480 -0.0003
H -1.32934 2.09404 -1.81720 -0.0009
H -2.64324 2.74244 -4.03220 -0.0002
H -1.91144 1.14864 -3.89280 0.0006
H -0.55234 3.53784 -5.20710 0.0001
H -1.40854 2.27514 -6.08370 0.0000
H 1.23346 2.11474 -5.67660 0.0000
H 0.23896 0.66594 -5.67550 0.0000
H 1.91556 1.07314 -3.67970 -0.0017
H 0.30906 0.44324 -3.31310 0.0018
H 3.12566 -0.17166 3.83170 -0.0009
H 2.89856 -1.13446 6.04840 0.0037
H 0.68396 -1.12966 7.17820 -0.0005
H -1.24224 -0.15276 6.03600 0.0030
H -1.70904 1.88884 5.91450 0.0088
H -3.01664 3.68664 3.85510 -0.0315
H -1.65524 4.02734 4.91820 0.0056
H -4.59604 4.16784 5.48510 -0.0003
H -3.28074 5.12224 6.15520 -0.0002
H -4.25384 3.73874 7.91890 0.0006
H -2.62374 3.18184 7.57760 -0.0007
H -5.26554 1.87224 6.90230 0.0010
H -3.82354 1.16144 7.61690 -0.0006
H -4.48344 1.64664 4.71520 0.0031
H -3.65824 0.28194 5.45610 -0.0349
H -2.80824 2.90754 1.82270 0.0586
H -2.70974 4.86004 0.48930 0.0019
H -3.93344 5.54244 1.54600 0.0006
H -4.32164 5.14534 -1.14420 -0.0005
H -5.64164 5.24544 0.02490 0.0003
H -4.27614 2.64174 -0.77490 -0.0008
H -5.81664 3.21444 -1.43880 0.0002
H -6.10324 1.59564 0.44150 -0.0003
H -6.83284 3.17074 0.78420 -0.0002
H -5.58224 3.29374 2.67790 -0.0002
H -4.79974 1.75374 2.31350 0.0175
O -3.41614 0.43764 0.61370 0.0030
S -2.38034 -0.51386 0.98820 -0.0081
O -2.39144 -1.63466 -0.16270 -0.0032
O -0.30974 0.20554 -0.30330 -0.0034
C -3.23534 -1.66336 2.14940 -0.0187
C -4.54854 -1.49846 2.55940 0.0595
C -5.07844 -2.33806 3.52530 -0.0080
C -4.29714 -3.33456 4.09290 0.0037
C -2.98544 -3.50766 3.68150 -0.0090
C -2.47514 -2.67646 2.70090 -0.0173
S -0.74544 -2.75966 2.29200 -0.0120
O -0.49414 -3.04356 0.87590 0.0059
O -0.13474 -3.67766 3.19810 0.0000
O -0.27594 -1.34976 2.45900 0.1008
H -5.12474 -0.69126 2.13310 -0.0036
H -6.09364 -2.19926 3.86580 0.0002
H -4.70634 -3.97026 4.86190 0.0004
H -2.33424 -4.24086 4.12840 0.0005
N 1.98766 -8.54996 -6.45450 0.0000
C 1.95846 -7.57896 -5.84380 -0.0001
C 1.91876 -6.39066 -5.08730 -0.0001
C 2.50266 -5.21986 -5.58220 0.0004
C 2.46496 -4.05876 -4.84360 0.0006
C 1.85626 -4.04426 -3.58660 -0.0014
C 1.26416 -5.21096 -3.09660 -0.0004
C 1.29226 -6.37036 -3.83640 0.0012
N 1.86456 -2.87986 -2.81280 0.0002
C 2.77276 -1.85656 -2.89290 -0.0002
C 2.47966 -0.98926 -1.88810 0.0024
N 1.40366 -1.45786 -1.19630 -0.0083
C 1.04846 -2.59216 -1.77690 0.0007
H 2.98986 -5.23256 -6.54530 0.0001
H 2.89726 -3.15636 -5.24760 0.0001
H 0.79596 -5.21026 -2.12660 -0.0005
H 0.84656 -7.27416 -3.45300 0.0002
H 3.57756 -1.85786 -3.59530 0.0011
H 2.97716 -0.08486 -1.59870 -0.0016
H 0.22706 -3.20126 -1.44100 0.0020
C -6.01924 -2.78266 -6.43850 0.0012
C -5.14004 -2.42546 -5.27740 -0.0006
C -3.86804 -2.96056 -5.15050 -0.0031
C -3.02354 -2.59616 -4.10820 -0.0018
C -1.67004 -3.24526 -4.04840 -0.0015
C -3.45374 -1.67046 -3.14730 0.0081
Te -2.00944 -0.60616 -1.86470 -0.0030
C -4.76774 -1.18726 -3.22980 -0.0019
C -5.35004 -0.28806 -2.18280 0.0007
C -5.58074 -1.55166 -4.29490 -0.0020
H -5.49724 -3.44526 -7.12590 0.0006
H -6.32024 -1.88376 -6.97640 -0.0003
H -6.92614 -3.27806 -6.09130 -0.0002
H -3.51134 -3.66566 -5.89110 0.0002
H -1.75294 -4.24356 -3.61840 0.0001
H -1.00214 -2.64676 -3.42940 0.0002
H -1.24694 -3.34856 -5.04520 -0.0001
H -4.58554 0.02274 -1.46970 0.0008
H -6.13114 -0.82066 -1.64140 0.0004
H -5.80054 0.58824 -2.64340 0.0001
H -6.57714 -1.13286 -4.36070 -0.0001
C 1.78066 -4.75046 1.07960 -0.0011
Ge 2.35006 -2.80976 1.25480 -0.0121
C 3.39086 -3.01886 2.98670 0.0050
C 4.57116 -2.34196 3.27040 0.0001
C 5.23676 -2.52156 4.47110 0.0006
C 4.73996 -3.40016 5.41870 0.0001
C 3.57216 -4.09126 5.15200 -0.0010
C 2.90596 -3.89226 3.95510 0.0011
C 3.91976 -3.00906 -0.08860 0.0042
C 4.06026 -4.15066 -0.84410 0.0000
C 5.16236 -4.38836 -1.67710 0.0005
C 6.18346 -3.48656 -1.74630 -0.0016
C 6.08826 -2.28086 -1.02520 0.0008
C 7.11846 -1.31996 -1.07940 -0.0010
C 7.00906 -0.14046 -0.40370 0.0007
C 5.84276 0.14474 0.32040 -0.0015
C 4.82666 -0.76806 0.38950 0.0022
C 4.93306 -2.02496 -0.23620 0.0049
H 2.63946 -5.39536 1.25890 0.0003
H 1.37026 -4.97706 0.09660 0.0001
H 1.01486 -4.99106 1.80670 0.0005
H 4.98596 -1.66456 2.53930 0.0001
H 6.14066 -1.96126 4.66740 0.0000
H 5.25886 -3.54266 6.35720 0.0002
H 3.16916 -4.77956 5.88430 -0.0002
H 1.97766 -4.41246 3.78150 0.0004
H 3.31576 -4.92926 -0.79660 0.0006
H 5.20126 -5.31266 -2.23680 0.0000
H 7.06286 -3.68536 -2.34360 -0.0002
H 8.00726 -1.54946 -1.64960 -0.0001
H 7.80546 0.58714 -0.43600 0.0002
H 5.75836 1.09564 0.82200 -0.0001
H 3.90306 -0.54416 0.90800 -0.0014
```



Computed, not measured: the molecule C7H10 in a non-equilibrium geometry, with wB97M-V/def2-TZVPD.

Largest force on an atom in eV/A: 3.32
Total energy in hartree: -272.639687
Orbital gap in eV: 9.88
Energy above the lowest of the compared OMol25 structures with the same formula, charge and spin in kJ/mol: 205.6
HOMO in eV: -8.73

Structure (XYZ):
```
17
Properties=species:S:1:pos:R:3:nbo_charge:R:1
C 1.54863 0.08068 1.05142 -0.6307
C 0.89287 1.02289 0.06324 -0.2277
C -0.63678 1.02959 0.14353 -0.2626
C -1.28317 -0.17058 0.77764 -0.2302
C -1.28838 -1.16838 -0.10799 -0.1580
C -0.29144 -0.94949 -1.22931 -0.4517
C 0.07230 0.52722 -1.08288 -0.2242
H 2.55383 0.42209 1.38302 0.2242
H 0.64680 -0.06889 1.86888 0.2190
H 1.68756 -0.97004 0.77955 0.2101
H 1.30406 2.03056 -0.02789 0.2222
H -1.21623 1.95444 0.15286 0.2212
H -1.95374 -0.10215 1.63472 0.2205
H -1.98388 -1.99944 -0.08210 0.2080
H 0.56599 -1.63596 -1.12250 0.2207
H -0.71081 -1.13287 -2.22225 0.2193
H 0.09240 1.13033 -1.97995 0.2200
```



Computed, not measured: the molecule C7H10 in a non-equilibrium geometry, with wB97M-V/def2-TZVPD.

Largest force on an atom in eV/A: 2.36
Total energy in hartree: -272.563921
Orbital gap in eV: 9.11
Energy above the lowest of the compared OMol25 structures with the same formula, charge and spin in kJ/mol: 404.5
HOMO in eV: -8.09

Structure (XYZ):
```
17
Properties=species:S:1:pos:R:3:nbo_charge:R:1
C 0.85306 -0.36923 2.33441 -0.5954
C 0.18324 0.01410 1.23476 0.1477
C -1.17604 -0.47300 0.71728 -0.4697
C -1.12461 0.73343 -0.22555 -0.1898
C 0.03890 0.60949 -1.14186 -0.1978
C 0.51655 -0.68246 -1.78189 -0.6168
C 0.28485 1.09652 0.27717 -0.3011
H 1.05684 -1.28600 1.72671 0.2559
H 1.67802 0.28917 2.61345 0.1892
H -1.31544 -1.46616 0.27872 0.2165
H -1.88926 -0.35311 1.54125 0.2370
H -1.92352 1.44816 -0.35392 0.2256
H 0.11432 1.46046 -1.81698 0.2245
H -0.09952 -0.90618 -2.66226 0.2166
H 1.55576 -0.59691 -2.11806 0.2174
H 0.45324 -1.54478 -1.11124 0.2108
H 0.79360 2.02652 0.48802 0.2293
```



Q: The highest total energy belongs to which entry?
A: number 4